# 1
ORCA calculation (wB97M-V/def2-TZVPD) on 8 unconnected molecules or ions with the total composition C34H56N2O25S.

For the HOMO energy, the calculation gives -8.75 eV. Its total charge is 0. For the calculated total energy, the calculation gives -3717.59457 Ha. The value obtained for the LUMO energy is -1.0 eV. As for the SMILES: CC(=O)N(C)[C@@](COc1ccccc1)(N=C=S)OC=O.COC(=O)OC.COC(=O)OC.COC(=O)OC.COC(=O)OC.COC(=O)OC.COC(=O)OC.COC(=O)OC.

Element x y z (Å)
C (-1.90794, 8.58327, 2.36207)
C (-3.08500, 7.52256, 2.24439)
O (-4.16495, 8.00091, 1.74479)
N (-3.13912, 6.11777, 2.60045)
C (-3.91146, 5.46388, 1.45882)
C (-1.88116, 5.42052, 2.90132)
C (-2.34313, 4.09733, 3.77054)
O (-2.64955, 4.54110, 5.14444)
C (-2.06427, 3.56498, 6.01495)
C (-0.82104, 3.86537, 6.92650)
C (-0.19874, 2.76009, 7.84880)
C (-0.75920, 1.30052, 7.92589)
C (-1.98724, 0.99334, 6.99190)
C (-2.62576, 2.09688, 6.08086)
N (-1.19085, 4.79057, 1.69428)
C (-0.64568, 5.68013, 0.92775)
S (0.30490, 6.63073, -0.02417)
O (-0.97108, 6.09217, 3.80093)
C (0.20201, 5.35557, 4.08372)
O (1.22486, 6.02801, 4.40270)
H (-0.88826, 8.23870, 1.99118)
H (-1.77333, 8.80319, 3.49291)
H (-2.21763, 9.59578, 1.90392)
H (-3.73822, 4.33475, 1.39476)
H (-3.57573, 5.88564, 0.43515)
H (-5.04991, 5.58974, 1.60445)
H (-1.54288, 3.27322, 3.74573)
H (-3.30404, 3.62543, 3.38148)
H (-0.36681, 4.91231, 6.90243)
H (0.68819, 3.00628, 8.51574)
H (-0.29596, 0.48521, 8.59491)
H (-2.39600, -0.07053, 7.00528)
H (-3.51133, 1.77919, 5.43433)
H (0.35196, 4.22984, 4.00864)
C (1.06298, 3.29502, 0.05061)
O (0.93525, 2.21225, -0.86983)
C (2.10279, 1.77444, -1.37521)
O (3.19628, 2.21342, -1.11584)
O (1.83667, 0.76397, -2.21859)
C (2.99211, 0.19638, -2.83558)
H (0.06655, 3.56084, 0.38933)
H (1.65461, 2.99538, 0.91922)
H (1.50609, 4.16449, -0.43741)
H (3.66150, -0.22784, -2.08418)
H (3.51234, 0.94313, -3.43941)
H (2.65961, -0.60730, -3.49315)
C (-7.90006, 3.06236, 3.77990)
O (-8.04755, 1.97412, 2.86853)
C (-6.88803, 1.49766, 2.38726)
O (-5.78503, 1.90747, 2.66001)
O (-7.16914, 0.48605, 1.54972)
C (-6.02119, -0.12076, 0.95843)
H (-8.89699, 3.36444, 4.10253)
H (-7.33070, 2.75416, 4.65968)
H (-7.42294, 3.91400, 3.28967)
H (-5.37689, -0.55592, 1.72581)
H (-5.46924, 0.60400, 0.35566)
H (-6.36724, -0.92144, 0.30391)
C (-2.45998, 1.53911, 13.39427)
O (-2.67116, 0.13648, 13.54807)
C (-2.06726, -0.61683, 12.61415)
O (-1.39281, -0.20767, 11.70068)
O (-2.34565, -1.90552, 12.87491)
C (-1.76416, -2.82719, 11.95493)
H (-2.99153, 2.04659, 14.20009)
H (-1.39773, 1.78025, 13.47535)
H (-2.86367, 1.88759, 12.44099)
H (-0.67412, -2.75974, 11.97880)
H (-2.14023, -2.65236, 10.94433)
H (-2.05439, -3.83264, 12.26195)
C (7.53317, 0.04404, -3.26161)
O (7.93920, -1.16980, -3.89246)
C (6.93687, -2.03517, -4.11847)
O (5.77529, -1.86356, -3.83789)
O (7.45319, -3.12473, -4.71111)
C (6.49399, -4.13711, -5.01230)
H (8.42058, 0.66390, -3.12902)
H (6.82344, 0.58663, -3.89012)
H (7.10274, -0.15766, -2.27814)
H (5.74299, -3.76091, -5.71063)
H (6.02230, -4.50540, -4.09845)
H (7.02044, -4.96633, -5.48661)
C (5.20361, -8.94311, -9.48115)
O (5.72718, -8.30931, -8.31457)
C (6.95502, -8.72815, -7.96368)
O (7.61114, -9.56116, -8.53865)
O (7.32406, -8.05603, -6.85933)
C (8.61853, -8.40141, -6.36868)
H (4.21194, -8.53011, -9.67019)
H (5.83440, -8.73675, -10.34864)
H (5.10383, -10.01922, -9.32331)
H (9.38594, -8.17291, -7.11165)
H (8.65527, -9.45599, -6.08667)
H (8.80951, -7.79960, -5.47926)
C (-2.32197, 2.75697, -6.58582)
O (-2.78946, 2.61054, -5.24647)
C (-1.85219, 2.83236, -4.30837)
O (-0.70090, 3.13170, -4.51343)
O (-2.42110, 2.66270, -3.10383)
C (-1.53357, 2.86809, -2.00411)
H (-3.15923, 2.55543, -7.25511)
H (-1.97509, 3.77735, -6.76378)
H (-1.52876, 2.03662, -6.79828)
H (-1.15558, 3.89407, -2.00060)
H (-0.71340, 2.15493, -2.03439)
H (-2.09803, 2.70569, -1.08404)
C (-1.90686, -8.49194, -10.19950)
O (-1.38572, -7.85720, -9.03319)
C (-0.15802, -8.27449, -8.68088)
O (0.49994, -9.10772, -9.25546)
O (0.20930, -7.60198, -7.57717)
C (1.50335, -7.94714, -7.08667)
H (-2.89836, -8.07903, -10.38891)
H (-1.27495, -8.28498, -11.06608)
H (-2.00535, -9.56822, -10.04130)
H (2.27077, -7.71877, -7.82980)
H (1.54014, -9.00175, -6.80446)
H (1.69569, -7.34616, -6.19720)

# 2
ORCA calculation (wB97M-V/def2-TZVPD) on a molecular structure, C3H2Br4.

For the HOMO energy (alpha / beta), the calculation gives -8.75 / -10.03 eV. Its total charge is 0. For the calculated total energy, the calculation gives -10411.39830 Ha. The value obtained for the LUMO energy (alpha / beta) is 0.6 / -3.9 eV. Its spin multiplicity is 3. As for the energy above the lowest of the compared OMol25 structures with the same formula, charge and spin: 0.7320 eV.

Element x y z (Å)
C (0.40689, 0.41994, -0.39601)
C (0.52487, 0.25455, 1.10021)
C (0.53974, -0.94577, 0.27122)
Br (-0.45456, 0.54739, 2.55018)
Br (-3.33319, 2.48992, -1.93012)
Br (-0.92156, -2.12837, 0.25975)
Br (2.20087, -1.94125, 0.18838)
H (-0.29038, 0.73648, -1.11852)
H (1.32733, 0.56711, -0.92508)

# 3
ORCA calculation (wB97M-V/def2-TZVPD) on a molecular structure, C38H35N3O6TeTi.

For the HOMO energy, the calculation gives -1.61 eV. Its total charge is -2. For the calculated total energy, the calculation gives -3202.49467 Ha. The value obtained for the LUMO energy is 4.1 eV. As for the energy above the lowest of the compared OMol25 structures with the same formula, charge and spin: 0.0000 eV.

Element x y z (Å)
Ti (0.33781, -0.26640, -2.30759)
O (2.03285, -4.47612, -6.37102)
C (1.79703, -3.45876, -5.48972)
C (1.30182, -2.23102, -5.91325)
C (1.08052, -1.26374, -4.95616)
N (1.37602, -1.47827, -3.68160)
C (1.76626, -2.67568, -3.25972)
C (2.01326, -3.70633, -4.13922)
C (1.72502, -2.81525, -1.73614)
O (2.14580, -3.83867, -1.21676)
O (1.17887, -1.79818, -1.18360)
C (0.30184, 0.03357, -5.20932)
O (0.10511, 0.37969, -6.36836)
O (-0.10008, 0.58547, -4.12905)
H (1.77696, -4.17644, -7.24900)
H (1.04422, -2.02279, -6.94530)
H (2.31693, -4.67679, -3.77372)
C (0.39433, 3.62136, -2.41594)
C (1.83614, 3.36864, -2.05523)
C (2.72037, 4.44100, -1.96214)
C (4.06428, 4.26981, -1.66133)
C (4.53530, 2.97505, -1.45517)
C (3.68560, 1.88412, -1.53654)
C (4.17821, 0.48118, -1.32339)
C (2.30725, 2.05819, -1.82776)
N (1.50850, 0.95212, -1.87235)
H (-0.06054, 4.34089, -1.72811)
H (-0.18408, 2.70212, -2.38812)
H (0.31483, 4.02800, -3.42774)
H (2.33492, 5.44275, -2.13829)
H (4.73200, 5.12120, -1.59175)
H (5.58430, 2.80988, -1.22436)
H (5.22328, 0.47542, -1.00119)
H (4.09034, -0.10491, -2.24253)
H (3.56676, -0.03487, -0.58057)
C (1.71606, 0.00795, 7.34633)
C (1.31944, -0.08828, 5.89450)
C (1.38948, 1.01496, 5.05478)
C (0.99650, 0.94702, 3.71767)
C (1.09498, 2.20112, 2.88233)
C (0.50467, -0.25737, 3.18557)
Te (-0.21621, -0.32069, 1.07925)
N (-1.29507, -0.06814, -1.21711)
C (-1.77906, -1.14455, -1.79585)
O (-1.24533, -1.62788, -2.87425)
C (-3.02307, -1.85224, -1.31261)
C (-4.12354, -1.90416, -2.16418)
C (-5.28931, -2.54862, -1.77498)
C (-5.36095, -3.16824, -0.53214)
C (-4.26030, -3.13189, 0.31332)
C (-3.09865, -2.47277, -0.07108)
C (-1.93450, 0.68970, 1.82235)
C (-2.73137, 0.03001, 2.76014)
C (-3.85041, 0.63163, 3.31511)
C (-4.19505, 1.92037, 2.92394)
C (-3.42530, 2.57041, 1.97296)
C (-2.29823, 1.97327, 1.40007)
C (-1.54597, 2.73041, 0.33500)
C (0.47006, -1.38355, 4.02229)
C (0.01245, -2.74200, 3.53402)
C (0.86720, -1.28367, 5.35626)
H (2.30459, 0.90847, 7.53188)
H (2.30901, -0.85610, 7.65547)
H (0.83627, 0.04918, 7.99557)
H (1.76070, 1.95826, 5.44834)
H (1.73617, 2.93980, 3.36790)
H (0.10578, 2.64759, 2.74203)
H (1.48692, 1.99186, 1.88717)
H (-4.04944, -1.43812, -3.13940)
H (-6.14167, -2.57459, -2.44429)
H (-6.26983, -3.67332, -0.22544)
H (-4.30474, -3.61755, 1.28162)
H (-2.24008, -2.43491, 0.58820)
H (-2.45920, -0.97440, 3.06531)
H (-4.45067, 0.09742, 4.04306)
H (-5.06138, 2.41275, 3.35134)
H (-3.70065, 3.57199, 1.65527)
H (-1.31688, 3.74690, 0.66914)
H (-2.14957, 2.79879, -0.57256)
H (-0.61964, 2.23196, 0.05581)
H (0.13144, -2.84411, 2.45860)
H (-1.04673, -2.90458, 3.76171)
H (0.58012, -3.53567, 4.02560)
H (0.82893, -2.17066, 5.98598)

# 4
ORCA calculation (wB97M-V/def2-TZVPD) on 2 unconnected molecules or ions with the total composition C4H13P3.

For the HOMO energy, the calculation gives -8.25 eV. Its total charge is 0. For the calculated total energy, the calculation gives -1184.16785 Ha. The value obtained for the LUMO energy is 0.9 eV. As for the SMILES: C[PH]#P(C)P.C=C. As for the energy above the lowest of the compared OMol25 structures with the same formula, charge and spin: 1.6618 eV.

Element x y z (Å)
C (-3.13802, -2.06068, -0.37276)
P (-2.98834, -0.31991, 0.04848)
P (-0.96853, -0.23028, 0.79792)
C (-0.99458, 1.56121, 1.20235)
P (-0.25223, 0.02676, -1.22789)
H (-4.15878, -2.11065, -0.73847)
H (-2.53561, -2.15993, -1.29122)
H (-2.72626, -2.69677, 0.27303)
H (-3.67569, -0.33029, 1.24343)
H (-1.69579, 2.09023, 0.53423)
H (-1.30745, 1.66440, 2.25397)
H (0.03177, 1.81188, 1.13182)
H (0.86080, -0.89483, -1.14049)
H (-1.23373, -0.78575, -1.73809)
C (4.34909, 0.60307, 0.41050)
C (3.89126, 0.91714, -0.76590)
H (3.73661, 0.05033, 1.15528)
H (5.35639, 0.77270, 0.78248)
H (2.92088, 0.70024, -1.06011)
H (4.52822, 1.39113, -1.49854)

# 5
ORCA calculation (wB97M-V/def2-TZVPD) on 2 unconnected molecules or ions with the total composition C2H5ISi.

For the HOMO energy, the calculation gives -9.62 eV. Its total charge is 0. For the calculated total energy, the calculation gives -666.29932 Ha. The value obtained for the LUMO energy is 0.4 eV. As for the SMILES: [SiH3]I.C#C. As for the energy above the lowest of the compared OMol25 structures with the same formula, charge and spin: 1.9794 eV.

Element x y z (Å)
Si (1.61349, -0.22149, -0.33628)
I (0.53331, -1.79942, -1.88235)
H (2.46271, 0.69355, -0.99361)
H (0.54091, 0.39448, 0.27293)
H (2.37729, -1.20590, 0.43211)
C (-1.57982, -1.95358, 3.61593)
C (-1.22133, -0.95284, 4.09716)
H (-1.97937, -2.88960, 3.38803)
H (-0.78507, 0.05066, 4.14387)

# 6
ORCA calculation (wB97M-V/def2-TZVPD) on 6 unconnected molecules or ions with the total composition C16H32FNO10S2.

For the HOMO energy, the calculation gives -10.02 eV. Its total charge is 0. For the calculated total energy, the calculation gives -2331.87770 Ha. The value obtained for the LUMO energy is -1.2 eV. As for the energy above the lowest of the compared OMol25 structures with the same formula, charge and spin: 2.9419 eV.

Element x y z (Å)
N (12.37200, 18.20300, 32.85000)
H (13.03500, 17.80500, 32.50800)
H (11.44200, 17.65400, 32.81600)
H (12.33100, 18.99600, 32.37000)
H (12.51100, 18.27900, 33.77700)
F (14.18800, 19.98200, 34.16900)
C (16.49400, 21.60100, 38.30300)
C (16.87600, 21.77500, 36.85300)
C (15.93600, 22.52500, 35.94400)
O (16.79300, 23.35400, 35.14300)
C (18.02600, 23.00800, 35.45400)
O (19.07100, 23.38100, 34.81000)
O (18.14200, 22.37700, 36.58300)
H (17.21600, 20.80100, 38.81100)
H (15.63200, 20.97300, 38.49900)
H (16.22800, 22.41400, 38.89200)
H (16.74700, 20.85500, 36.35200)
H (15.35300, 23.17000, 36.48400)
H (15.34400, 21.74500, 35.51000)
C (17.18000, 21.16800, 31.84900)
C (17.19300, 20.13400, 32.99700)
C (16.85600, 18.74100, 32.41700)
O (17.97800, 18.01800, 32.57200)
C (18.95600, 18.63700, 33.09000)
O (20.15400, 18.28700, 33.13800)
O (18.50900, 19.75600, 33.45600)
H (18.05300, 20.98400, 31.39200)
H (17.22000, 22.12200, 32.38800)
H (16.37800, 20.79100, 31.17500)
H (16.42100, 20.43300, 33.78800)
H (16.70100, 18.33600, 31.29200)
H (15.98500, 18.46400, 33.27600)
C (12.47200, 23.06800, 30.18100)
C (13.54300, 22.35300, 30.98800)
C (13.61800, 22.98800, 32.25300)
S (12.34400, 24.16600, 32.42000)
O (12.81800, 25.48900, 31.95000)
O (11.65900, 23.96700, 33.71500)
C (11.37100, 23.53200, 31.16000)
H (11.96500, 22.35500, 29.50000)
H (12.71000, 24.00900, 29.56700)
H (14.40000, 22.31400, 30.23900)
H (13.40300, 21.33600, 30.96700)
H (14.56400, 23.53200, 32.49900)
H (13.51500, 22.11400, 33.12100)
H (10.80600, 24.37800, 30.84800)
H (10.68900, 22.69900, 31.35800)
C (16.83000, 16.60800, 35.93700)
C (15.94900, 17.70100, 36.54600)
C (14.58500, 17.03100, 37.12100)
S (14.28400, 15.61400, 36.03400)
O (13.32700, 15.92500, 35.05300)
O (14.13100, 14.42700, 36.85600)
C (15.86000, 15.68300, 35.13900)
H (17.32900, 15.97000, 36.63400)
H (17.52500, 16.99900, 35.27000)
H (15.50900, 18.60100, 35.75200)
H (16.28700, 18.21400, 37.30900)
H (13.94000, 17.73600, 37.11100)
H (14.46000, 16.85800, 38.13100)
H (15.66800, 15.95300, 34.15300)
H (16.58100, 14.88800, 34.97600)

Q: Which value of calculated total energy does entry 4 give?
A: -1184.16785 Ha

Copy entry 2 word for word.
ORCA calculation (wB97M-V/def2-TZVPD) on a molecular structure, C3H2Br4.

For the HOMO energy (alpha / beta), the calculation gives -8.75 / -10.03 eV. Its total charge is 0. For the calculated total energy, the calculation gives -10411.39830 Ha. The value obtained for the LUMO energy (alpha / beta) is 0.6 / -3.9 eV. Its spin multiplicity is 3. As for the energy above the lowest of the compared OMol25 structures with the same formula, charge and spin: 0.7320 eV.

Element x y z (Å)
C (0.40689, 0.41994, -0.39601)
C (0.52487, 0.25455, 1.10021)
C (0.53974, -0.94577, 0.27122)
Br (-0.45456, 0.54739, 2.55018)
Br (-3.33319, 2.48992, -1.93012)
Br (-0.92156, -2.12837, 0.25975)
Br (2.20087, -1.94125, 0.18838)
H (-0.29038, 0.73648, -1.11852)
H (1.32733, 0.56711, -0.92508)